Below is C3H3Cl2NO2 in the gas phase at a distorted geometry, with properties calculated with the ωB97M-V functional and the def2-TZVPD basis.

Atoms and positions in Å:
C1 0.573 0.193 -1.236
C2 -0.503 -0.041 -0.183
C3 0.691 -0.166 0.792
H1 3.506 0.411 -0.226
H2 0.398 1.011 -2.018
H3 0.783 -0.788 -1.744
N1 1.535 0.502 -0.202
O1 2.776 -0.165 -0.523
O2 0.938 -0.581 1.874
Cl1 -1.379 1.499 0.191
Cl2 -1.546 -1.387 -0.288

Calculated values
**Total charge**: 0
**Lowest unoccupied orbital energy**: 0.0046 Eh
**E_HOMO**: -10.13 eV
**Relative energy (zero: lowest compared OMol25 entry of this formula, charge and spin)**: 169.7 kJ/mol
**Multiplicity**: 1
**SMILES string**: O=C1N(O)CC1(Cl)Cl